[1]
Entry from OMol25: a structure of composition C20H32AsCaN3O5PS4 in a non-equilibrium geometry (ωB97M-V with the def2-TZVPD basis set).

Summary:
Charge   -1
HOMO   -5.342 eV
Multiplicity   1
Calculated total energy   -6169.6150 a.u.

Last column: Mulliken charge in e.
Atoms and positions in Å:
Ca: -1.262 -0.278 0.211  1.83
O: -5.358 0.840 -1.471  -0.73
C: -5.234 0.262 -2.680  0.44
C: -6.390 0.154 -3.462  -0.76
C: -6.335 -0.422 -4.713  -0.23
C: -5.128 -0.905 -5.212  -0.84
C: -3.991 -0.800 -4.439  -0.28
C: -4.012 -0.222 -3.169  0.02
C: -2.765 -0.123 -2.356  1.12
O: -2.871 0.408 -1.185  -1.32
N: -1.694 -0.604 -2.914  -0.43
N: -0.529 -0.598 -2.114  -0.07
C: 0.469 -0.922 -2.823  -0.34
S: 0.345 -1.293 -4.538  -0.05
C: 2.128 -1.523 -4.769  -0.55
C: 2.697 -2.088 -3.481  -0.64
S: 2.092 -1.053 -2.128  0.17
H: -4.449 0.799 -1.078  0.34
H: -7.314 0.533 -3.048  0.41
H: -7.240 -0.500 -5.304  0.36
H: -5.082 -1.360 -6.192  0.39
H: -3.043 -1.173 -4.801  0.43
H: 2.605 -0.572 -5.009  0.28
H: 2.272 -2.208 -5.603  0.37
H: 3.787 -2.051 -3.464  0.36
H: 2.376 -3.122 -3.343  0.29
C: 2.116 -2.102 1.924  -0.79
C: 2.331 -1.448 3.272  0.60
C: 3.740 -1.640 3.806  -1.34
O: 1.992 -0.050 3.308  -0.48
P: 2.317 1.118 2.268  0.58
S: 2.160 2.825 3.167  -0.49
S: 1.223 0.909 0.593  -0.78
O: 3.823 0.718 1.855  -0.01
C: 4.490 1.233 0.692  0.70
C: 5.424 0.137 0.215  -1.51
C: 5.221 2.516 1.040  -1.45
H: 2.287 -3.174 2.039  0.49
H: 2.804 -1.718 1.171  0.02
H: 1.100 -1.959 1.559  0.07
H: 1.621 -1.878 3.987  0.36
H: 4.480 -1.247 3.110  0.13
H: 3.930 -2.704 3.957  0.45
H: 3.855 -1.129 4.760  0.34
H: 3.730 1.419 -0.072  0.22
H: 6.143 -0.114 0.996  0.34
H: 5.978 0.466 -0.666  0.45
H: 4.865 -0.761 -0.045  0.26
H: 5.993 2.317 1.786  0.29
H: 4.532 3.252 1.448  0.32
H: 5.699 2.930 0.151  0.42
O: -3.488 -4.085 0.568  -0.65
C: -2.709 -3.197 0.713  0.50
N: -1.925 -2.321 0.879  -0.92
C: -4.000 2.014 3.063  -1.23
As: -2.232 1.676 2.305  0.64
C: -1.347 1.004 3.912  -0.85
C: -1.517 3.487 2.276  -1.01
H: -3.901 2.602 3.978  0.37
H: -4.493 1.070 3.291  0.34
H: -4.613 2.560 2.346  0.37
H: -1.537 1.682 4.745  0.37
H: -0.273 0.945 3.742  0.02
H: -1.736 0.011 4.139  0.36
H: -1.525 3.907 3.283  0.33
H: -2.139 4.094 1.617  0.39
H: -0.493 3.459 1.907  0.21


[2]
Entry from OMol25: a structure of composition C41H42N7O5Sr in a non-equilibrium geometry (ωB97M-V with the def2-TZVPD basis set).

Summary:
Charge   -1
HOMO   -4.597 eV
Multiplicity   1
Calculated total energy   -2377.9193 a.u.

Last column: Mulliken charge in e.
Atoms and positions in Å:
Sr: 0.324 0.797 -0.536  3.63
O: 0.427 -4.703 -1.862  -0.73
C: -0.549 -4.207 -2.640  0.41
C: -1.337 -5.097 -3.372  -0.57
C: -2.345 -4.631 -4.194  -0.43
C: -2.585 -3.267 -4.315  -0.82
C: -1.812 -2.381 -3.587  -0.41
C: -0.799 -2.828 -2.742  0.48
C: -0.033 -1.808 -1.970  0.42
O: -0.336 -0.584 -2.089  -1.52
N: 0.970 -2.271 -1.232  -1.08
N: 1.606 -1.273 -0.532  0.71
C: 2.742 -1.564 -0.016  -1.75
C: 3.562 -0.636 0.740  1.26
C: 4.720 -1.128 1.348  -0.78
C: 5.551 -0.339 2.121  -0.74
C: 5.227 1.011 2.285  -0.73
C: 4.106 1.538 1.682  -0.41
C: 3.229 0.759 0.873  0.10
O: 2.205 1.288 0.328  -1.09
H: 0.861 -3.912 -1.426  0.60
H: -1.149 -6.158 -3.268  0.44
H: -2.957 -5.336 -4.745  0.35
H: -3.374 -2.899 -4.960  0.39
H: -1.960 -1.312 -3.658  0.47
H: 3.132 -2.579 -0.147  0.09
H: 4.970 -2.176 1.205  0.37
H: 6.453 -0.746 2.561  0.40
H: 5.872 1.650 2.880  0.40
H: 3.869 2.592 1.776  0.52
C: -0.837 5.279 -3.091  -1.26
C: 0.437 4.583 -3.487  1.25
C: 1.161 5.110 -4.551  -0.89
C: 2.262 4.457 -5.074  -0.87
C: 2.632 3.244 -4.518  -0.76
C: 1.951 2.692 -3.442  1.05
C: 2.380 1.337 -2.943  -0.71
C: 0.844 3.370 -2.881  -0.46
N: 0.079 2.750 -1.885  -0.27
C: -0.390 3.430 -0.846  0.25
O: -0.013 4.515 -0.371  -0.72
C: -1.595 2.826 -0.136  0.63
C: -2.784 3.548 -0.146  -0.58
C: -3.824 3.132 0.666  -0.81
C: -3.663 1.998 1.450  -0.47
C: -2.477 1.288 1.348  0.66
N: -1.462 1.715 0.587  0.31
C: -2.310 -0.065 2.028  -1.05
O: -1.982 -0.064 3.261  -0.79
N: -2.558 -0.968 1.133  -0.01
C: -2.537 -2.356 0.979  -0.10
C: -1.743 -3.338 1.613  1.32
C: -0.772 -3.045 2.727  -1.43
C: -1.801 -4.662 1.180  -0.72
C: -2.624 -5.063 0.149  -0.72
C: -3.427 -4.113 -0.463  -0.58
C: -3.392 -2.788 -0.068  1.18
C: -4.252 -1.790 -0.796  -1.69
H: -1.058 6.087 -3.789  0.40
H: -0.764 5.686 -2.083  0.26
H: -1.667 4.565 -3.105  0.19
H: 0.832 6.047 -4.988  0.32
H: 2.798 4.864 -5.923  0.37
H: 3.470 2.696 -4.936  0.36
H: 3.244 0.986 -3.506  0.43
H: 1.561 0.623 -3.070  0.08
H: 2.640 1.374 -1.885  -0.08
H: -2.871 4.425 -0.772  0.51
H: -4.751 3.691 0.692  0.41
H: -4.447 1.645 2.107  0.53
H: 0.256 -3.145 2.360  0.36
H: -0.900 -3.761 3.543  0.50
H: -0.938 -2.045 3.107  -0.17
H: -1.151 -5.383 1.668  0.35
H: -2.629 -6.092 -0.189  0.36
H: -4.084 -4.397 -1.277  0.29
H: -5.112 -2.289 -1.247  0.45
H: -3.678 -1.321 -1.598  0.12
H: -4.587 -1.000 -0.127  0.33
N: 1.239 0.608 5.493  -0.03
C: 0.391 1.742 4.989  -0.69
C: 0.839 2.027 3.551  -0.66
N: 0.701 0.855 2.727  0.83
C: 1.442 -0.280 3.237  0.25
C: 1.017 -0.626 4.665  -0.97
H: 1.057 0.421 6.474  0.35
H: 2.219 0.880 5.384  0.39
H: 0.515 2.598 5.652  0.46
H: -0.647 1.405 4.978  0.38
H: 1.888 2.352 3.549  0.30
H: 0.233 2.834 3.137  0.31
H: -0.283 0.605 2.684  -0.70
H: 2.516 -0.062 3.210  0.12
H: 1.268 -1.139 2.589  -0.38
H: 1.595 -1.449 5.085  0.39
H: -0.049 -0.848 4.682  0.51


[3]
Entry from OMol25: a structure of composition C36H42AsBF4N8O2S7W (ωB97M-V with the def2-TZVPD basis set).

Summary:
Charge   -2
HOMO (alpha / beta)   -1.908 / -1.881 eV
Multiplicity   1
Calculated total energy   -7500.4887 a.u.

Last column: Mulliken charge in e.
Atoms and positions in Å:
W: -0.107 0.642 -0.526  0.09
C: 6.913 2.620 0.279  -1.59
C: 5.544 2.225 -0.210  0.85
C: 5.275 0.943 -0.670  -1.30
C: 4.001 0.591 -1.075  0.70
C: 2.929 1.484 -1.034  -0.25
N: 1.665 1.025 -1.527  1.76
C: 1.784 0.850 -2.922  -0.11
C: 2.012 1.933 -3.770  -0.10
C: 2.211 1.758 -5.127  -0.95
C: 2.179 0.486 -5.692  0.67
C: 2.364 0.288 -7.174  -1.62
C: 1.932 -0.593 -4.859  -0.46
C: 1.747 -0.416 -3.492  -0.68
N: 1.517 -1.550 -2.679  0.21
C: 1.977 -2.795 -2.922  -0.20
C: 1.329 -3.646 -2.070  -1.47
C: 0.485 -2.818 -1.322  -0.32
N: 0.595 -1.546 -1.683  0.52
C: 3.213 2.780 -0.591  -1.08
C: 4.494 3.133 -0.181  -0.37
N: 2.226 3.801 -0.563  0.58
C: 2.365 5.090 -0.958  -0.25
C: 1.197 5.734 -0.627  -1.17
C: 0.405 4.740 -0.014  -0.29
N: 1.045 3.584 0.023  0.12
H: 7.622 1.804 0.136  0.37
H: 6.898 2.863 1.344  0.30
H: 7.292 3.496 -0.253  0.33
H: 6.052 0.187 -0.686  0.34
H: 3.809 -0.424 -1.394  0.19
H: 2.027 2.923 -3.330  0.45
H: 2.384 2.622 -5.760  0.35
H: 3.052 1.027 -7.586  0.38
H: 1.415 0.388 -7.709  0.28
H: 2.763 -0.703 -7.392  0.37
H: 1.862 -1.592 -5.273  0.53
H: 2.779 -2.957 -3.619  0.40
H: 1.508 -4.698 -1.937  0.36
H: -0.150 -3.092 -0.502  0.55
H: 4.653 4.138 0.197  0.48
H: 3.255 5.423 -1.466  0.44
H: 0.946 6.764 -0.815  0.42
H: -0.594 4.800 0.393  0.40
S: -3.999 4.102 0.033  -0.57
As: -3.014 2.277 -0.272  0.42
S: -1.365 0.528 -2.719  -0.36
S: -1.361 1.963 1.176  -0.17
S: -1.053 2.395 -1.945  -0.24
C: -6.561 1.105 2.166  -1.32
C: -6.379 0.451 0.801  -0.52
C: -5.093 -0.363 0.730  0.21
C: -4.796 -0.833 -0.691  -1.22
N: -3.403 -1.260 -0.906  0.04
C: -2.689 -1.830 0.086  0.07
S: -1.239 -1.254 0.714  -0.46
N: -3.218 -2.935 0.676  0.35
C: -4.104 -3.869 -0.007  -1.08
C: -5.501 -4.026 0.612  -0.19
C: -5.623 -5.225 1.549  -0.71
C: -4.718 -5.128 2.772  -1.05
H: -7.440 1.752 2.182  0.39
H: -5.693 1.721 2.406  0.28
H: -6.675 0.355 2.953  0.33
H: -6.348 1.231 0.035  0.32
H: -7.237 -0.193 0.574  0.30
H: -5.145 -1.207 1.421  0.17
H: -4.258 0.252 1.077  -0.08
H: -4.926 0.017 -1.362  0.63
H: -5.504 -1.608 -1.008  0.26
H: -2.861 -0.548 -1.406  -0.03
H: -2.648 -3.294 1.427  0.32
H: -3.609 -4.845 -0.020  0.59
H: -4.174 -3.537 -1.042  0.40
H: -6.239 -4.116 -0.190  0.31
H: -5.747 -3.116 1.161  0.06
H: -5.393 -6.142 0.995  0.34
H: -6.664 -5.316 1.875  0.37
H: -3.666 -5.057 2.490  0.22
H: -4.818 -6.005 3.413  0.38
H: -4.956 -4.244 3.368  0.28
F: 4.728 -2.699 -1.823  -0.43
B: 4.322 -2.987 -0.486  0.38
F: 5.367 -2.634 0.385  -0.42
F: 4.045 -4.364 -0.380  -0.39
F: 3.169 -2.234 -0.198  -0.09
O: 0.060 -1.304 5.680  -0.70
S: -0.184 -0.058 5.002  1.12
O: -1.370 0.670 5.356  -0.67
N: -0.081 -0.282 3.372  -0.21
C: 0.962 0.301 2.875  0.35
S: 1.550 0.277 1.258  0.20
C: 1.794 1.066 3.868  0.22
C: 2.936 1.818 3.649  -0.39
C: 3.502 2.475 4.735  -0.67
C: 2.935 2.388 6.004  -0.46
C: 1.787 1.634 6.219  -0.64
C: 1.246 0.983 5.131  -0.04
H: 3.359 1.883 2.654  0.40
H: 4.394 3.072 4.590  0.42
H: 3.390 2.921 6.830  0.36
H: 1.333 1.562 7.199  0.40


ΔE to the lowest compared entry with this formula, charge and spin (computed, kJ/mol): 85.49 315.99 0.00